Molecular formula: C6H10
Method: DFT, ωB97M-V with the def2-TZVPD basis set

Results
* energy above the lowest of the compared OMol25 structures with the same formula, charge and spin: 548.7 kJ/mol
* highest occupied orbital energy: -0.321 Eh
* molecular weight: 82.146 g/mol
* multiplicity: 1

Each line ends with the natural charge from an NBO analysis.
CARTESIAN COORDINATES (ANGSTROEM)
C (2.554, 0.268, -0.459)  -0.476
C (1.630, 0.118, 0.547)  -0.033
C (0.409, -0.181, 0.604)  -0.034
C (-0.982, -0.496, 0.735)  -0.268
C (-0.621, -0.530, -0.764)  -0.490
C (-1.943, 0.576, 1.210)  -0.594
H (2.881, 1.272, -0.730)  0.228
H (3.325, -0.492, -0.588)  0.228
H (1.618, -0.060, -1.592)  0.019
H (-1.188, -1.484, 1.154)  0.225
H (-1.126, 0.252, -1.329)  0.223
H (-0.715, -1.518, -1.208)  0.227
H (0.719, -0.275, -1.570)  0.104
H (-1.704, 1.538, 0.747)  0.213
H (-2.973, 0.312, 0.947)  0.211
H (-1.885, 0.698, 2.296)  0.218



Molecular formula: C6H10
Method: DFT, ωB97M-V with the def2-TZVPD basis set

Results
* energy above the lowest of the compared OMol25 structures with the same formula, charge and spin: 131.4 kJ/mol
* highest occupied orbital energy: -0.365 Eh
* SMILES string: C#CC(C)(C)C
* molecular weight: 82.146 g/mol
* multiplicity: 1

Each line ends with the natural charge from an NBO analysis.
CARTESIAN COORDINATES (ANGSTROEM)
C (-0.952, 0.932, -0.868)  -0.587
C (-0.059, 0.026, -0.006)  -0.141
C (-0.529, 0.116, 1.457)  -0.586
C (-0.118, -1.406, -0.568)  -0.585
C (1.364, 0.416, -0.048)  -0.004
C (2.557, 0.582, -0.027)  -0.246
H (-0.920, 1.972, -0.530)  0.215
H (-1.988, 0.580, -0.789)  0.207
H (-0.660, 0.896, -1.922)  0.214
H (0.067, -0.528, 2.110)  0.216
H (-0.423, 1.147, 1.813)  0.215
H (-1.584, -0.168, 1.546)  0.207
H (-1.143, -1.794, -0.570)  0.206
H (0.250, -1.399, -1.601)  0.215
H (0.521, -2.082, 0.008)  0.216
H (3.617, 0.707, -0.006)  0.236



Molecular formula: C6H10
Method: DFT, ωB97M-V with the def2-TZVPD basis set

Results
* energy above the lowest of the compared OMol25 structures with the same formula, charge and spin: 131.4 kJ/mol
* highest occupied orbital energy: -0.345 Eh
* SMILES string: C=C=CCCC
* molecular weight: 82.146 g/mol
* multiplicity: 1

Each line ends with the natural charge from an NBO analysis.
CARTESIAN COORDINATES (ANGSTROEM)
C (0.966, -0.899, -0.526)  -0.413
C (0.972, -0.157, 0.813)  -0.397
C (0.917, 1.365, 0.668)  -0.609
C (-2.520, -0.095, -0.087)  -0.503
C (-1.447, -0.422, -0.755)  0.094
C (-0.315, -0.745, -1.321)  -0.286
H (1.882, -0.441, 1.355)  0.203
H (1.810, -0.556, -1.137)  0.205
H (1.133, -1.971, -0.351)  0.215
H (0.126, -0.497, 1.423)  0.206
H (-0.068, 1.703, 0.331)  0.209
H (1.128, 1.857, 1.623)  0.209
H (1.656, 1.717, -0.061)  0.199
H (-3.149, -0.857, 0.366)  0.220
H (-2.809, 0.945, 0.051)  0.219
H (-0.281, -0.946, -2.392)  0.227



HOMO-LUMO gap (eV)
9.803 10.873 10.528
Lowest unoccupied orbital energy (hartree)
0.0392 0.0347 0.0417